Entry 1:
C30H21AuF3IO3PS | ωB97M-V with the def2-TZVPD basis set

Summary:
**Charge**: -1
**Gap between HOMO and LUMO (alpha / beta)**: 5.2951 / 7.3859 eV
**2S+1**: 3

Each line ends with the natural charge from an NBO analysis.
CARTESIAN COORDINATES (ANGSTROEM)
Au (0.0649, -1.2659, 0.2471)  0.486
I (-3.0328, -0.9622, 1.8511)  0.194
S (1.8638, -0.7701, -3.2130)  2.348
P (-0.2136, 0.9691, 0.8374)  0.858
F (3.2914, -2.8335, -2.2906)  -0.324
F (3.3223, -1.1112, -0.9916)  -0.334
F (4.4873, -1.1122, -2.8093)  -0.336
O (1.4176, -1.8801, -4.0240)  -0.985
O (0.9543, -0.3884, -2.1417)  -1.036
O (2.4557, 0.3461, -3.9197)  -0.994
C (0.8207, -4.6985, -1.7902)  -0.211
C (-1.3871, 3.3952, 0.4009)  -0.173
C (0.1503, 0.4125, 4.8752)  -0.208
C (3.5314, 2.1559, -0.2641)  -0.231
C (0.3646, -3.2244, 0.1269)  -0.346
C (1.0153, -5.9642, -2.3070)  -0.161
C (-3.8382, 2.5884, -0.5634)  -0.087
C (0.9614, -7.0922, -1.4860)  -0.272
C (-5.5275, 0.9328, -1.0375)  -0.209
C (-3.4485, 3.9484, -0.6516)  -0.156
C (0.8263, 2.6773, 4.4593)  -0.224
C (2.4395, 1.6932, 0.4565)  -0.144
C (-3.0155, 1.6422, 0.1211)  0.012
C (-0.0569, 0.2292, 3.5131)  -0.216
C (-5.0687, 2.2040, -1.1516)  -0.174
C (-4.8151, 0.0235, -0.2278)  -0.239
C (0.7091, -6.9283, -0.1234)  -0.237
C (3.3131, -1.4973, -2.2770)  0.681
C (-1.6886, 2.0653, 0.4927)  -0.332
C (0.1492, 1.2700, 2.6148)  -0.260
C (3.3474, 2.7416, -1.5071)  -0.193
C (1.1481, 1.8342, -0.0454)  -0.374
C (0.5611, -4.5041, -0.4039)  -0.248
C (0.5153, -5.6689, 0.4099)  -0.197
C (0.5806, 1.6402, 5.3530)  -0.206
C (0.9756, 2.4036, -1.3052)  -0.175
C (-3.6320, 0.3706, 0.3589)  -0.141
C (2.0666, 2.8576, -2.0288)  -0.186
C (0.6156, 2.4915, 3.1014)  -0.212
C (-2.2724, 4.3606, -0.1231)  -0.223
H (-0.0170, -0.4112, 5.5579)  0.211
H (4.2014, 3.0700, -2.0867)  0.211
H (1.9208, 3.2653, -3.0207)  0.219
H (4.5294, 2.0236, 0.1339)  0.209
H (1.1928, 3.6315, 4.8181)  0.209
H (0.8540, 3.2974, 2.4184)  0.215
H (-1.9752, 5.4005, -0.1641)  0.215
H (1.2195, -6.0761, -3.3654)  0.195
H (-0.3954, 3.7272, 0.6711)  0.223
H (0.6656, -7.7973, 0.5245)  0.194
H (2.6006, 1.1912, 1.4031)  0.207
H (0.3219, -5.5440, 1.4699)  0.198
H (1.1161, -8.0811, -1.8988)  0.193
H (-5.2327, -0.9535, -0.0289)  0.226
H (-0.3502, -0.7427, 3.1343)  0.239
H (0.7437, 1.7866, 6.4139)  0.208
H (-6.4582, 0.6305, -1.4999)  0.215
H (-4.1182, 4.6461, -1.1420)  0.208
H (0.8742, -3.8238, -2.4343)  0.246
H (-0.0111, 2.4550, -1.7469)  0.218
H (-5.6334, 2.9533, -1.6941)  0.207


Entry 2:
C30H21Cl66F2N2O2P2 | ωB97M-V with the def2-TZVPD basis set

Summary:
**Charge**: -1
**Gap between HOMO and LUMO**: 5.8407 eV

Each line ends with the Mulliken charge.
CARTESIAN COORDINATES (ANGSTROEM)
Cl (4.9298, 4.3439, -0.9155)  -0.049
Cl (5.4889, -3.9934, 6.0328)  -0.068
Cl (-10.5162, -2.4978, 7.4389)  -0.109
Cl (-8.4668, -1.0267, 2.3661)  -0.023
Cl (-8.3757, 0.4796, -3.5523)  -0.103
Cl (7.8113, -0.7358, -6.2927)  -0.074
Cl (1.5700, -5.1280, 10.1875)  -0.113
Cl (6.3376, -3.2063, -6.5405)  -0.107
Cl (-4.7389, 7.2812, 3.1045)  -0.047
Cl (4.9314, -0.6881, -6.5001)  0.022
Cl (11.3277, 6.7572, 3.4715)  -0.105
Cl (3.7490, -3.1024, 3.9169)  0.045
Cl (7.3385, 3.0879, 0.0393)  -0.105
Cl (-3.8425, 4.9992, 4.6004)  -0.096
Cl (0.9771, 1.6475, -9.6573)  -0.113
Cl (-3.8925, 7.6069, 5.8459)  -0.118
Cl (12.3793, 0.5391, -8.8439)  -0.102
Cl (4.3827, -1.3244, 6.0941)  -0.105
Cl (2.3958, -0.8656, -9.7062)  -0.094
Cl (-11.1089, -0.6528, 3.5077)  -0.113
Cl (1.0850, -3.4054, -1.7925)  -0.267
Cl (0.8721, 1.9820, -4.4377)  -0.094
Cl (13.2145, -0.0303, -6.1425)  -0.100
Cl (-1.9105, -7.5969, -8.9205)  -0.110
Cl (6.4032, -2.0019, 4.1518)  -0.124
Cl (-4.3301, -6.2876, -9.7884)  -0.120
Cl (-5.1407, 6.8177, -0.4687)  -0.131
Cl (-1.8847, -2.7876, -6.1573)  0.076
Cl (-10.7452, -0.6102, 0.6493)  -0.087
Cl (2.3346, -6.4110, 7.7188)  -0.091
Cl (-4.0110, -4.2095, -3.0935)  -0.044
Cl (-6.7097, 4.4222, -0.8937)  -0.062
Cl (-2.0353, -0.8056, -4.0622)  0.114
Cl (7.4732, 5.6720, -1.2407)  -0.125
Cl (-8.4096, -4.4701, 7.4750)  -0.109
Cl (-4.8783, -4.1197, -5.8466)  -0.071
Cl (-2.8611, -5.2574, -7.5300)  -0.010
Cl (6.3074, 5.4165, 1.3837)  -0.092
Cl (-6.3658, 6.2425, 5.2465)  -0.113
Cl (-8.7747, -2.7822, 5.1618)  0.010
Cl (3.0148, 0.3032, -3.4790)  -0.037
Cl (2.2535, 0.6648, -7.2710)  0.132
Cl (8.9766, 6.9588, 1.8075)  -0.037
Cl (-8.2614, 1.7354, -0.9521)  -0.077
Cl (-6.6550, -5.1224, -3.8047)  -0.121
Cl (10.4101, 0.2432, -6.7554)  -0.060
Cl (0.7767, 0.9069, -1.7763)  -0.127
Cl (-1.0258, -0.0874, -6.6792)  -0.077
Cl (0.5261, -1.7866, -4.9331)  -0.008
Cl (-3.9361, 4.2344, -0.0181)  0.048
Cl (-9.7335, 1.5548, 2.2665)  -0.096
Cl (2.6879, 2.9714, -2.4210)  -0.055
Cl (3.0241, -3.6547, 8.1744)  0.008
Cl (-4.5885, 5.0923, -2.7139)  -0.117
Cl (-5.8366, 1.1575, -2.3706)  0.045
Cl (8.7769, 5.8241, 4.4442)  -0.098
Cl (12.1306, 2.5601, -6.8006)  -0.100
Cl (-10.7020, -4.8379, 5.7622)  -0.107
Cl (-1.7750, -5.0078, -10.1855)  -0.109
Cl (-6.0140, -2.3137, -3.8957)  0.005
Cl (4.3460, -5.7303, 9.6717)  -0.112
Cl (-7.3946, -1.0034, -1.2835)  -0.005
Cl (0.6421, -3.7260, 2.1215)  -0.168
Cl (9.2514, 8.6518, 4.1258)  -0.102
Cl (6.1816, -1.6751, -4.1007)  -0.084
Cl (3.8583, 1.6112, -9.4738)  -0.105
P (-0.6547, -1.0512, 1.3061)  -0.354
P (1.2956, -0.2905, 2.1333)  0.897
F (-2.6650, -4.0039, 1.2015)  -0.270
F (-2.7931, -0.3511, -0.8873)  -0.184
O (-3.4817, -2.5499, 2.5926)  -0.472
O (-4.3374, -0.6732, 0.6275)  -0.606
N (-2.0935, 2.8876, 1.4065)  -0.721
N (-2.3376, -1.8383, 0.6900)  0.122
C (-3.2614, -0.9612, 0.2193)  0.144
C (-5.3868, -3.9387, -4.1591)  0.200
C (1.7299, 1.3837, 1.4789)  0.595
C (0.2139, -2.7098, 0.6951)  -0.529
C (-10.0139, -0.1875, 2.1994)  0.316
C (-9.5959, -3.6462, 6.4564)  0.295
C (-2.7195, -6.0376, -9.1051)  0.324
C (-2.2646, 0.5667, 2.9845)  -0.598
C (1.4838, 1.0888, 4.6506)  -1.405
C (-1.5140, 1.7291, 1.0625)  -0.564
C (-1.5494, 0.5451, 1.7933)  1.010
C (6.3114, -1.5773, -5.8583)  0.245
C (2.3723, 0.7645, -9.0253)  0.225
C (1.8366, 1.5410, -3.0260)  0.056
C (-1.1050, -1.3630, -5.4522)  -0.067
C (9.5835, 7.0487, 3.4587)  0.336
C (6.5080, 4.6291, -0.1814)  0.301
C (2.8158, -5.2274, 8.9365)  0.304
C (3.1719, 1.8151, 1.8348)  -0.923
C (5.0025, -2.6095, 5.0440)  0.201
C (1.1162, -0.2424, 3.9789)  -0.219
C (-2.8912, -2.7394, 1.5895)  0.371
C (12.0339, 0.8287, -7.1356)  0.338
C (2.7545, -2.9564, 0.2238)  -1.516
C (-7.4657, 0.5851, -2.0321)  0.185
C (-2.7504, 2.8583, 2.5709)  0.098
C (-2.8806, 1.7422, 3.3800)  -0.838
C (1.4029, -2.4598, -0.2478)  1.573
C (-5.0926, 5.1295, -1.0175)  0.224
C (-4.7096, 6.5336, 4.7001)  0.301
H (-0.4985, -3.2980, 0.1378)  0.770
H (1.5223, 1.4193, 0.4115)  -0.794
H (3.5999, 2.3571, 0.9956)  0.056
H (-3.2150, 3.7835, 2.9033)  0.105
H (0.1110, -0.5404, 4.2787)  0.481
H (3.5290, -2.5998, -0.4502)  0.365
H (2.5541, 1.0982, 4.8415)  0.285
H (2.9733, -2.5618, 1.2088)  0.092
H (1.1882, 1.9587, 4.0751)  0.301
H (-3.4262, 1.8141, 4.3093)  0.396
H (1.0155, 1.1597, 5.6307)  0.397
H (2.7427, -4.0387, 0.2672)  0.508
H (1.7720, -1.0121, 4.3727)  0.217
H (-0.9552, 1.7310, 0.1335)  0.379
H (-0.3943, -0.5323, -0.0176)  -0.648
H (3.1307, 2.4895, 2.6831)  0.269
H (1.4541, -1.4265, -0.5631)  -0.429
H (3.7620, 0.9414, 2.0990)  0.310
H (1.0688, 2.1242, 1.9371)  0.312
H (-0.9317, -1.6303, 2.5943)  0.516
H (-2.3167, -0.3225, 3.5960)  0.407


Entry 3:
C30H21CrN3O5PS | ωB97M-V with the def2-TZVPD basis set

Summary:
**Charge**: +1
**Gap between HOMO and LUMO (alpha / beta)**: 7.5909 / 7.7851 eV
**2S+1**: 5

Each line ends with the natural charge from an NBO analysis.
CARTESIAN COORDINATES (ANGSTROEM)
Cr (0.1685, 0.1811, 0.1985)  1.209
S (-3.0621, 0.8232, -0.0808)  2.432
P (0.0927, 2.5362, -0.3699)  0.867
O (-3.6841, 0.5809, -1.3449)  -0.924
O (-3.7901, 0.5244, 1.1207)  -0.953
O (-1.7209, 0.1342, -0.0149)  -1.069
O (2.2783, -0.5241, 6.8055)  -0.360
O (4.2973, -1.1322, 6.3583)  -0.336
N (0.1831, -0.7490, 2.0979)  -0.549
N (3.1837, -0.7874, 6.0416)  0.528
N (2.2294, 0.1109, 0.5769)  -0.517
C (1.4639, 3.4898, 3.3169)  -0.202
C (1.3845, -0.5992, 2.7115)  0.241
C (-2.7291, 5.3772, 0.2278)  -0.211
C (1.2293, 2.5516, -4.2628)  -0.203
C (-3.9356, 3.3059, 0.1513)  -0.168
C (0.7139, 3.1079, -1.9691)  -0.403
C (1.1574, 3.2178, 0.9356)  -0.275
C (-2.7492, 2.5914, -0.0090)  -0.296
C (4.5533, 0.5508, 0.2396)  -0.195
C (4.8190, 0.2958, 1.5596)  -0.092
C (3.7669, -0.0723, 2.4171)  -0.086
C (3.2822, 3.9410, 1.8112)  -0.194
C (0.4348, -1.2558, 4.8103)  -0.088
C (2.7817, 3.8795, 3.1027)  -0.200
C (-1.5503, 4.6786, 0.0643)  -0.124
C (1.5031, 4.8104, -3.4833)  -0.218
C (3.2318, 0.4655, -0.2096)  0.093
C (3.9544, -0.3212, 3.8155)  -0.131
C (1.0669, 4.4346, -2.2248)  -0.123
C (1.5848, 3.8691, -4.5034)  -0.169
C (2.9038, -0.6489, 4.5900)  0.070
C (2.4755, 3.6088, 0.7282)  -0.247
C (0.7972, 2.1738, -2.9991)  -0.182
C (1.5660, -0.8285, 4.0773)  -0.100
C (-1.5362, 3.2857, -0.0780)  -0.388
C (-0.8694, -1.1123, 2.8068)  0.114
C (-0.7712, -1.3915, 4.1748)  -0.229
C (-3.9310, 4.6827, 0.2587)  -0.168
C (2.4875, -0.1790, 1.8782)  0.168
C (0.6574, 3.1603, 2.2404)  -0.236
H (1.0628, 3.4565, 4.3219)  0.231
H (0.4947, 1.1456, -2.8283)  0.212
H (-0.3754, 2.8740, 2.4171)  0.230
H (-1.6520, -1.7058, 4.7152)  0.253
H (4.9358, -0.2270, 4.2594)  0.265
H (-0.6142, 5.2229, 0.0616)  0.204
H (4.3024, 4.2592, 1.6388)  0.226
H (5.3336, 0.8317, -0.4525)  0.242
H (0.5194, -1.4632, 5.8647)  0.263
H (1.2759, 1.8199, -5.0581)  0.231
H (-4.8654, 5.2135, 0.3813)  0.233
H (2.8835, 3.6542, -0.2739)  0.228
H (1.0073, 5.1810, -1.4431)  0.210
H (5.8264, 0.3761, 1.9483)  0.241
H (1.9206, 4.1680, -5.4873)  0.231
H (2.9793, 0.7084, -1.2352)  0.223
H (-2.7118, 6.4533, 0.3340)  0.230
H (-4.8703, 2.7635, 0.2033)  0.251
H (1.7738, 5.8406, -3.6722)  0.230
H (-1.8135, -1.1731, 2.2778)  0.252
H (3.4091, 4.1505, 3.9419)  0.230


no.,E_tot (eV)
1,-77662.536
2,-889014.609
3,-94698.278